The following is a quantum chemistry calculation of the molecule C5H3NO at a distorted geometry, from the OMol25 dataset.

Calculated values
HOMO level: -9.22 eV
F_max: 1.2 eV/Å
energy above the lowest of the compared OMol25 structures with the same formula, charge and spin: 436.9 kJ/mol
gap between HOMO and LUMO: 7.949 eV
LUMO energy: -1.3 eV
SMILES: O=C=C=NC1=CC1

ORCA input file:
```
! RIJCOSX wB97M-V def2-TZVPD def2/J DEFGRID3
* xyz 0 1
O 1.054 -2.842 0.201
C 0.312 -2.043 -0.193
C 0.528 0.725 0.539
C -0.638 0.545 -0.366
C -0.469 1.763 0.027
C -0.798 -1.624 -0.940
N -1.285 -0.461 -1.062
H 1.545 0.719 0.133
H 0.468 0.403 1.584
H -0.717 2.815 0.076
*
```

The molecule's natural (NBO) atomic charges, reported in e, are given here: O -0.401; C 0.613; C -0.482; C 0.128; C -0.130; C 0.001; N -0.348; H 0.192; H 0.192; H 0.235



The following is a quantum chemistry calculation of a structure of composition C13H10F6MnN3O4S3 at a distorted geometry, from the OMol25 dataset.

Calculated values
HOMO level (alpha / beta): -5.43 / -5.67 eV
F_max: 1.3 eV/Å
gap between HOMO and LUMO (alpha / beta): 5.857 / 7.897 eV
LUMO energy (alpha / beta): 0.4 / 2.2 eV

ORCA input file:
```
! RIJCOSX wB97M-V def2-TZVPD def2/J DEFGRID3
* xyz -1 4
Mn 0.161 -0.151 -0.617
S -2.035 -0.048 0.006
C -2.266 1.687 -0.115
C -3.543 2.211 -0.305
C -3.740 3.582 -0.331
C -2.655 4.443 -0.201
C -1.379 3.928 -0.044
C -1.179 2.551 0.021
S 0.427 1.911 0.321
H -4.380 1.539 -0.433
H -4.738 3.978 -0.471
H -2.797 5.515 -0.239
H -0.532 4.597 0.032
C 0.779 -2.933 2.449
C 0.776 -1.414 2.225
O 0.639 -1.177 0.884
C 2.157 -0.854 2.674
F 3.136 -1.386 1.915
F 2.467 -1.158 3.954
F 2.247 0.474 2.553
C -0.356 -0.831 3.110
F -1.527 -1.411 2.806
F -0.134 -1.094 4.422
F -0.513 0.486 3.007
H 1.627 -3.362 1.921
H -0.138 -3.343 2.034
H 0.850 -3.199 3.503
C 2.871 -2.809 -1.109
S 1.943 -1.628 -2.010
O 2.372 -1.640 -3.372
O 0.502 -1.939 -1.769
O 2.126 -0.317 -1.293
H 2.981 -3.694 -1.731
H 2.334 -3.021 -0.190
H 3.841 -2.377 -0.880
N -0.184 -0.085 -6.725
C -0.438 0.398 -5.705
N -0.819 1.034 -4.620
C -0.525 0.796 -3.419
N -0.359 0.741 -2.260
*
```

The molecule's natural (NBO) atomic charges, reported in e, are given here: Mn 1.140; S 0.064; C -0.228; C -0.206; C -0.224; C -0.223; C -0.248; C -0.090; S 0.089; H 0.214; H 0.206; H 0.206; H 0.215; C -0.622; C 0.116; O -0.781; C 0.960; F -0.329; F -0.333; F -0.311; C 0.960; F -0.320; F -0.338; F -0.305; H 0.220; H 0.236; H 0.222; C -0.894; S 2.389; O -0.929; O -0.987; O -0.975; H 0.241; H 0.251; H 0.249; N -0.471; C 0.448; N -0.665; C 0.694; N -0.642



The following is a quantum chemistry calculation of a structure of composition C56H98N14O8P2V2 at a distorted geometry, from the OMol25 dataset.

Calculated values
HOMO level (alpha / beta): 0.21 / -0.36 eV
F_max: 10.6 eV/Å
energy above the lowest of the compared OMol25 structures with the same formula, charge and spin: 0.0 kJ/mol
gap between HOMO and LUMO (alpha / beta): 2.752 / 3.315 eV
LUMO energy (alpha / beta): 3.0 / 3.0 eV

ORCA input file:
```
! RIJCOSX wB97M-V def2-TZVPD def2/J DEFGRID3
* xyz -2 7
V 2.332 0.934 0.403
V -0.965 -0.217 -1.197
P 4.797 0.379 -0.397
O 5.503 -0.993 -0.458
O 4.077 0.108 0.993
O 3.630 0.895 -1.197
O 5.891 1.236 0.319
P 0.010 0.370 0.879
O -1.476 0.048 0.782
O 0.924 0.812 2.028
O 0.375 1.257 -0.306
O 0.747 -0.662 0.008
C -0.354 5.769 2.841
C -0.697 4.281 2.710
C -0.773 3.734 1.250
C -1.491 4.517 0.267
N -2.106 5.125 -0.466
H -1.080 6.317 2.240
H 0.664 5.980 2.514
H -0.482 6.182 3.842
H -1.726 4.161 3.049
H -0.043 3.676 3.338
H -1.278 2.770 1.189
H 0.235 3.504 0.905
C -4.875 0.886 0.411
C -4.353 2.257 0.136
C -5.414 3.305 -0.226
C -6.746 3.391 0.398
N -7.795 3.530 0.877
H -4.018 0.254 0.644
H -5.393 0.494 -0.464
H -5.553 0.923 1.263
H -3.621 2.140 -0.663
H -3.788 2.513 1.033
H -5.617 3.207 -1.293
H -4.972 4.298 -0.145
C -5.037 -4.902 -0.201
C -5.877 -3.624 0.066
C -5.044 -2.577 0.789
C -4.250 -3.013 1.909
N -3.609 -3.416 2.812
H -4.082 -4.556 -0.594
H -5.456 -5.624 -0.902
H -4.904 -5.375 0.772
H -6.828 -3.846 0.549
H -6.185 -3.154 -0.868
H -5.650 -1.725 1.095
H -4.325 -2.185 0.070
C 1.694 2.373 -4.888
C 1.702 3.062 -3.523
C 0.386 3.661 -3.083
C -0.685 2.712 -2.686
N -1.510 1.919 -2.392
H 1.013 1.522 -4.878
H 2.658 1.972 -5.200
H 1.405 3.073 -5.672
H 2.481 3.823 -3.489
H 2.046 2.261 -2.868
H -0.053 4.292 -3.856
H 0.538 4.316 -2.225
C 2.579 -1.412 -5.963
C 3.311 -1.880 -4.672
C 2.908 -1.031 -3.454
C 1.442 -0.873 -3.270
N 0.300 -0.764 -3.122
H 1.516 -1.557 -5.771
H 2.781 -2.061 -6.815
H 2.703 -0.340 -6.114
H 4.386 -1.801 -4.839
H 3.169 -2.960 -4.630
H 3.261 -0.018 -3.650
H 3.385 -1.370 -2.534
C 4.366 5.718 3.641
C 5.333 5.314 2.445
C 5.294 3.827 2.000
C 3.978 3.414 1.486
N 2.959 3.057 1.105
H 4.558 5.106 4.523
H 3.345 5.444 3.377
H 4.388 6.790 3.839
H 6.361 5.568 2.703
H 5.073 5.967 1.612
H 5.503 3.090 2.775
H 6.044 3.709 1.217
C 1.347 2.910 6.133
C 1.630 1.580 5.459
C 2.929 1.627 4.598
C 4.149 2.112 5.295
N 5.072 2.517 5.862
H 0.336 2.984 6.535
H 1.505 3.777 5.490
H 1.975 3.081 7.007
H 0.755 1.367 4.846
H 1.696 0.874 6.287
H 2.769 2.326 3.776
H 3.107 0.656 4.137
C -0.568 -2.916 4.997
C 0.119 -2.563 3.642
C 1.451 -1.790 3.794
C 2.309 -2.284 4.898
N 3.000 -2.645 5.767
H 0.103 -3.509 5.618
H -1.457 -3.520 4.815
H -0.945 -2.016 5.483
H -0.621 -1.951 3.128
H 0.199 -3.478 3.055
H 1.237 -0.732 3.948
H 2.036 -1.968 2.892
C 3.654 -5.867 0.743
C 3.708 -4.354 1.027
C 2.542 -3.456 0.442
C 2.394 -3.638 -1.027
N 2.284 -3.789 -2.151
H 2.663 -6.317 0.682
H 4.232 -6.489 1.427
H 4.113 -6.028 -0.232
H 4.653 -3.908 0.717
H 3.703 -4.256 2.113
H 2.814 -2.424 0.663
H 1.603 -3.802 0.873
C -1.807 -2.211 -5.617
C -0.996 -3.564 -5.437
C -1.424 -4.359 -4.199
C -2.838 -4.429 -4.044
N -3.992 -4.420 -3.962
H -1.425 -1.604 -6.438
H -1.876 -1.673 -4.672
H -2.807 -2.407 -6.004
H 0.085 -3.447 -5.506
H -1.149 -4.210 -6.301
H -0.978 -3.950 -3.292
H -1.027 -5.373 -4.251
C 5.456 4.789 -4.157
C 5.398 3.644 -3.110
C 5.028 4.133 -1.695
C 6.020 5.033 -1.015
N 6.811 5.738 -0.514
H 6.292 5.451 -3.934
H 4.486 5.282 -4.218
H 5.629 4.426 -5.170
H 6.315 3.057 -3.062
H 4.681 2.904 -3.464
H 4.890 3.249 -1.072
H 4.096 4.696 -1.654
C -5.575 0.946 -4.484
C -6.198 -0.143 -3.562
C -5.238 -1.317 -3.454
C -3.959 -1.023 -2.726
N -2.983 -0.788 -2.162
H -5.361 0.564 -5.482
H -4.623 1.320 -4.106
H -6.290 1.762 -4.579
H -7.159 -0.494 -3.938
H -6.322 0.243 -2.550
H -4.908 -1.637 -4.443
H -5.742 -2.151 -2.965
C -4.099 -0.894 4.865
C -3.603 -0.001 3.740
C -2.257 0.729 4.092
C -2.390 1.497 5.315
N -2.547 2.093 6.293
H -3.366 -1.611 5.236
H -4.935 -1.524 4.563
H -4.432 -0.281 5.702
H -4.315 0.776 3.463
H -3.318 -0.591 2.870
H -1.969 1.412 3.293
H -1.437 0.013 4.131
C -0.323 -7.453 -0.082
C -0.355 -6.106 -0.700
C -1.192 -5.097 0.139
C -1.233 -3.791 -0.506
N -1.213 -2.741 -0.987
H 0.070 -8.176 -0.797
H -1.336 -7.747 0.190
H 0.373 -7.552 0.752
H -0.805 -6.145 -1.692
H 0.657 -5.752 -0.895
H -0.747 -4.939 1.122
H -2.167 -5.568 0.257
*
```

Results of the Mulliken charge analysis, in e, for atoms 1 through 99: V 0.544; V 0.508; P 0.436; O -0.898; O -0.890; O -0.011; O -0.810; P 0.844; O -0.316; O 0.417; O 0.453; O -0.620; C -1.535; C 0.032; C 3.515; C -0.171; N -0.781; H 0.437; H 0.244; H 0.423; H 0.293; H -0.083; H -1.602; H -0.908; C -0.381; C 1.082; C -0.770; C 0.202; N -0.555; H -0.294; H -0.075; H 0.702; H -0.449; H -0.251; H 0.307; H 0.423; C -0.720; C -0.923; C 1.430; C -0.018; N -0.622; H -0.200; H 0.475; H 0.379; H 0.415; H 0.162; H 0.415; H -0.758; C -1.443; C 1.742; C -0.912; C 0.107; N -0.464; H 0.158; H 0.323; H 0.484; H -0.277; H -0.727; H 0.578; H 0.311; C -0.787; C -0.799; C 0.496; C 0.087; N -0.634; H -0.022; H 0.406; H 0.219; H 0.379; H 0.353; H -0.132; H -0.091; C -0.955; C -0.664; C -0.480; C 0.260; N -0.520; H 0.253; H -0.016; H 0.443; H 0.431; H 0.278; H 0.422; H 0.400; C -1.594; C 0.652; C 1.167; C -0.100; N -0.700; H 0.421; H 0.218; H 0.472; H -0.732; H 0.567; H -0.644; H 0.245; C -1.579; C 0.842; C 3.025